one) Entry from the Open Molecules 2025 dataset: the molecule C4H5N3O2 (ωB97M-V/def2-TZVPD).

Geometry as ORCA input:
```
! RIJCOSX wB97M-V def2-TZVPD def2/J DEFGRID3
* xyz 0 1
C -1.355 0.691 0.320
C 0.900 -0.936 0.308
C -0.340 0.068 -0.584
C -0.603 -0.179 -1.871
O -0.993 0.628 1.617
N 1.298 0.258 -0.070
N 1.696 1.330 0.529
N 1.058 -2.142 0.491
O -2.385 1.183 -0.061
H -1.680 1.067 2.142
H 1.842 1.124 1.526
H 2.013 -2.497 0.439
H -1.597 0.000 -2.258
H 0.146 -0.596 -2.529
*
```

## Properties
Gap between HOMO and LUMO (alpha / beta) (eV): 7.89 / 7.89
HOMO (alpha / beta) (eV): -8.47 / -8.47


two) Entry from the Open Molecules 2025 dataset: the molecule C4H5N3O2 (ωB97M-V/def2-TZVPD).

Geometry as ORCA input:
```
! RIJCOSX wB97M-V def2-TZVPD def2/J DEFGRID3
* xyz 0 1
N 1.399 2.298 -0.328
C 1.604 0.885 -0.395
C 1.035 -0.460 -0.046
C 0.172 -0.381 1.330
O -0.704 0.664 1.039
C -1.382 0.676 -0.122
O -2.586 0.996 -0.032
N -0.928 0.125 -1.187
N 0.088 -0.690 -1.058
H 1.912 -1.176 0.362
H -0.229 -1.379 1.594
H 0.801 -0.114 2.354
H -1.815 -0.609 -1.603
H 0.632 -0.833 -1.906
*
```

## Properties
Gap between HOMO and LUMO (eV): 8.77
Structure (SMILES): N#C[C@H]1COC(=O)NN1
HOMO (eV): -9.28


Name the least stable of them. two).


one) Entry from the Open Molecules 2025 dataset: a structure of composition C17H17N3O3S2 (ωB97M-V/def2-TZVPD).

Geometry as ORCA input:
```
! RIJCOSX wB97M-V def2-TZVPD def2/J DEFGRID3
* xyz 0 1
C 1.290 5.718 2.115
C 0.904 4.226 1.861
C 1.238 3.197 2.886
C 0.821 2.044 2.718
C 0.215 1.786 1.492
C -0.286 2.753 0.668
C 0.009 4.127 0.809
C -0.050 4.978 -0.195
H -0.649 4.543 -0.970
H -0.757 5.791 0.154
H 0.724 5.336 -0.446
H -0.684 2.367 -0.044
N -0.247 0.452 1.295
S 0.684 -0.895 2.014
O 0.532 -1.319 3.243
O 1.931 -0.305 1.714
C 0.241 -2.019 0.639
C -0.173 -3.307 1.035
C -0.253 -4.270 -0.111
C -0.187 -3.393 -1.201
C -0.096 -3.767 -2.630
N -0.073 -2.857 -3.390
N -0.075 -3.285 -4.727
C -0.538 -4.426 -5.269
O -0.172 -4.723 -6.453
C -0.650 -5.526 -4.374
C -0.571 -5.026 -3.180
H -0.733 -5.999 -2.166
H -1.033 -6.342 -4.650
H 0.116 -2.469 -5.520
S 0.482 -1.849 -0.819
H -0.502 -5.111 -0.126
H -0.239 -3.791 2.061
C -1.707 0.154 1.703
H -1.959 -0.870 1.381
H -2.410 0.631 1.450
H -1.724 0.036 2.846
H 0.777 1.326 3.566
H 1.785 3.648 3.833
H 0.453 6.453 2.338
H 1.854 6.043 1.217
H 1.712 5.939 3.231
*
```

## Properties
Gap between HOMO and LUMO (eV): 7.79
HOMO (eV): -8.16


two) Entry from the Open Molecules 2025 dataset: the molecule C17H17N3O3S2 (ωB97M-V/def2-TZVPD).

Geometry as ORCA input:
```
! RIJCOSX wB97M-V def2-TZVPD def2/J DEFGRID3
* xyz 0 1
C -2.846 -1.505 0.517
N -3.285 -0.486 -0.400
C -2.790 -0.583 -1.748
S -3.315 1.068 0.216
O -3.859 0.987 1.538
O -3.962 1.895 -0.757
C -1.592 1.570 0.326
C -1.062 2.370 -0.667
C 0.265 2.759 -0.593
C 1.054 2.334 0.472
C 2.478 2.781 0.617
O 2.859 3.432 1.564
N 3.321 2.434 -0.391
C 3.033 1.491 -1.446
C 2.412 0.238 -0.923
N 2.741 -0.337 0.165
C 2.003 -1.458 0.408
C 2.120 -2.290 1.517
C 1.302 -3.397 1.605
C 0.377 -3.690 0.605
C 0.241 -2.876 -0.504
C 1.051 -1.757 -0.593
S 1.113 -0.544 -1.837
C 0.500 1.544 1.475
C -0.826 1.155 1.399
H -1.752 -1.559 0.592
H -3.269 -1.265 1.489
H -3.226 -2.473 0.189
H -3.149 -1.509 -2.200
H -1.693 -0.564 -1.795
H -3.191 0.263 -2.300
H -1.704 2.695 -1.470
H 0.679 3.413 -1.346
H 4.288 2.669 -0.219
H 3.976 1.240 -1.942
H 2.367 1.930 -2.198
H 2.845 -2.055 2.278
H 1.380 -4.051 2.459
H -0.246 -4.566 0.696
H -0.470 -3.104 -1.282
H 1.116 1.243 2.308
H -1.282 0.561 2.175
*
```

## Properties
Gap between HOMO and LUMO (eV): 9.29
Structure (SMILES): CN(C)S(=O)(=O)c1ccc(C(=O)NCc2nc3ccccc3s2)cc1
HOMO (eV): -9.30


Name the least stable of them. one).


one) Entry from the Open Molecules 2025 dataset: the molecule C7H8O3 (ωB97M-V/def2-TZVPD).

Geometry as ORCA input:
```
! RIJCOSX wB97M-V def2-TZVPD def2/J DEFGRID3
* xyz 0 1
C -0.874 -2.047 -0.120
C -1.809 0.223 0.367
C 0.805 -0.348 0.099
C 3.214 -0.747 0.669
C -0.775 -0.770 0.127
C -3.195 -0.375 0.472
C 1.057 0.793 -0.838
O -0.870 -3.180 -0.366
O -1.603 1.411 0.469
O 1.853 -0.943 0.665
H 3.652 0.094 0.169
H 3.717 -1.341 1.400
H -3.262 -0.964 1.385
H -3.398 -1.027 -0.375
H -3.932 0.422 0.510
H 0.166 1.402 -0.950
H 1.376 0.440 -1.821
H 1.853 1.420 -0.432
*
```

## Properties
Gap between HOMO and LUMO (alpha / beta) (eV): 8.13 / 7.55
HOMO (alpha / beta) (eV): -7.84 / -7.24


two) Entry from the Open Molecules 2025 dataset: the molecule C7H8O3 (ωB97M-V/def2-TZVPD).

Geometry as ORCA input:
```
! RIJCOSX wB97M-V def2-TZVPD def2/J DEFGRID3
* xyz 0 1
C 0.442 -1.967 -1.663
C 0.388 -1.240 -2.836
C -0.803 0.764 -2.132
C 1.018 -0.905 -0.534
C -1.329 -0.066 -1.009
C -0.226 -0.346 0.028
C 0.162 0.905 0.708
O 0.325 -3.150 -1.368
O -0.776 1.939 -2.382
O -0.058 -0.060 -3.087
H 1.725 -1.566 0.073
H 1.715 -0.148 -0.934
H -2.062 0.544 -0.562
H -1.813 -0.791 -1.571
H -0.491 -1.141 0.817
H 0.828 1.620 0.053
H 0.641 0.631 1.701
H -0.784 1.504 0.999
*
```

## Properties
Gap between HOMO and LUMO (alpha / beta) (eV): 7.77 / 7.77
HOMO (alpha / beta) (eV): -8.67 / -8.67


three) Entry from the Open Molecules 2025 dataset: the molecule C7H8O3 (ωB97M-V/def2-TZVPD).

Geometry as ORCA input:
```
! RIJCOSX wB97M-V def2-TZVPD def2/J DEFGRID3
* xyz 0 1
O 2.077 2.159 -0.152
C 1.946 1.060 -0.976
C 1.766 -0.341 -0.393
C 0.379 -0.371 -0.992
C -0.751 -0.448 0.014
C -2.038 -0.973 -0.113
C -2.614 -0.764 1.070
C -1.695 -0.168 1.883
O -0.550 0.059 1.190
O 0.624 0.971 -1.576
H 1.481 2.191 0.580
H 2.752 1.045 -1.676
H 1.903 -0.249 0.683
H 2.448 -1.079 -0.865
H 0.216 -1.017 -1.874
H -2.570 -1.400 -0.880
H -3.593 -0.995 1.283
H -1.781 0.320 2.794
*
```

## Properties
Gap between HOMO and LUMO (eV): 9.55
Structure (SMILES): O[C@H]1C[C@@H](c2ccco2)O1
HOMO (eV): -8.66


Name the least stable of them. one).


one) Entry from the Open Molecules 2025 dataset: the ion C7H9IN3 with charge +1 (ωB97M-V/def2-TZVPD).

Geometry as ORCA input:
```
! RIJCOSX wB97M-V def2-TZVPD def2/J DEFGRID3
* xyz 1 1
C 0.338 -2.715 -0.283
C 1.528 -2.038 -0.069
C -0.777 -1.879 -0.154
C 1.208 1.530 -0.662
C -0.207 2.033 -0.520
C 1.160 -0.606 0.409
C -1.340 0.183 0.842
N -0.426 -0.685 0.307
N 1.679 0.453 -0.247
N -0.797 1.657 0.766
I -3.389 0.022 0.077
H 0.206 -3.721 -0.724
H 2.485 -2.554 -0.250
H -1.778 -2.091 -0.404
H 1.743 2.279 -1.338
H -0.223 3.116 -0.552
H -0.936 1.488 -1.277
H 1.334 -0.595 1.445
H -0.165 1.892 1.482
H -1.643 2.230 1.153
*
```

## Properties
Gap between HOMO and LUMO (alpha / beta) (eV): 6.67 / 7.01
HOMO (alpha / beta) (eV): -11.10 / -11.28


two) Entry from the Open Molecules 2025 dataset: the ion C7H9IN3 with charge +1 (ωB97M-V/def2-TZVPD).

Geometry as ORCA input:
```
! RIJCOSX wB97M-V def2-TZVPD def2/J DEFGRID3
* xyz 1 1
C 0.843 2.761 -0.045
N 0.019 1.613 0.073
C 0.375 0.390 0.016
C 1.749 -0.096 -0.101
C 2.081 -1.396 -0.099
N 1.112 -2.358 -0.009
C -0.178 -2.020 0.049
C -0.623 -0.713 0.057
N -2.010 -0.607 0.052
C -2.837 0.388 0.227
I -4.868 0.166 -0.044
H 0.519 3.483 0.705
H 1.916 2.597 0.055
H 0.644 3.209 -1.023
H 2.532 0.639 -0.160
H 3.096 -1.741 -0.188
H 1.384 -3.331 0.037
H -0.880 -2.842 0.098
H -2.454 -1.506 -0.151
H -2.420 1.365 0.450
*
```

## Properties
Gap between HOMO and LUMO (eV): 7.10
Structure (SMILES): C/N=c1\cc[nH]cc1/[NH+]=C/I
HOMO (eV): -11.67


Name the least stable of them. one).